# 1
C9H10BN4O | ωB97M-V with the def2-TZVPD basis set

multiplicity: 1
charge: +1
calculated total energy: -18174.947 eV
SMILES: NB(O)c1n[nH+]ccc1-c1cccnc1

Last columns: bonded neighbours and bond lengths (Å).
CARTESIAN COORDINATES (ANGSTROEM)
1 N 0.90499 2.76871 0.75970  B2 1.410, H16 1.013, H17 1.011
2 B 0.06940 2.16829 -0.20381  N1 1.410, O3 1.361, C4 1.610
3 O -1.15265 2.68957 -0.49956  B2 1.361, H18 0.962
4 C 0.65401 0.90493 -1.01302  B2 1.610, N5 1.322, C9 1.425
5 N 1.40230 1.22669 -2.05417  C4 1.322, N6 1.318
6 N 1.92947 0.24512 -2.75809  N5 1.318, C7 1.329, H19 1.015
7 C 1.79633 -1.05281 -2.50656  N6 1.329, C8 1.382, H20 1.084
8 C 1.03201 -1.44275 -1.42366  C7 1.382, C9 1.388, H21 1.083
9 C 0.43556 -0.45585 -0.65193  C4 1.425, C8 1.388, C10 1.475
10 C -0.37499 -0.81067 0.52823  C9 1.475, C11 1.392, C15 1.395
11 C -1.69458 -0.39907 0.68809  C10 1.392, C12 1.377, H22 1.085
12 C -2.37490 -0.80084 1.81590  C11 1.377, C13 1.389, H23 1.082
13 C -1.71353 -1.59143 2.74627  C12 1.389, N14 1.330, H24 1.087
14 N -0.44963 -1.98438 2.61082  C13 1.330, C15 1.321
15 C 0.19451 -1.60940 1.52063  C10 1.395, N14 1.321, H25 1.088
16 H 0.46922 3.51866 1.28346  N1 1.013
17 H 1.39568 2.15198 1.39235  N1 1.011
18 H -1.59423 2.33148 -1.27549  O3 0.962
19 H 2.48350 0.55314 -3.55086  N6 1.015
20 H 2.29196 -1.74129 -3.18167  C7 1.084
21 H 0.89889 -2.49491 -1.20496  C8 1.083
22 H -2.19350 0.20222 -0.06411  C11 1.085
23 H -3.40442 -0.51045 1.97970  C12 1.082
24 H -2.23115 -1.92492 3.64152  C13 1.087
25 H 1.22579 -1.94202 1.42124  C15 1.088

Results of the Löwdin charge analysis, in e, for atoms 1 through 4: 0.223, -0.603, 0.177, -0.044

# 2
C9H10BrClN3 | ωB97M-V with the def2-TZVPD basis set

multiplicity: 1
relative energy (zero: lowest compared OMol25 entry of this formula, charge and spin): 0.0 kcal per mole
charge: +1
SMILES: N/[NH+]=C\Nc1cc(Cl)ccc1/C=C/Br

Last columns: bonded neighbours and bond lengths (Å).
CARTESIAN COORDINATES (ANGSTROEM)
1 N -0.46800 -2.93782 -0.32761  N2 1.394, H15 1.023, H16 0.998
2 N -1.11596 -2.15784 0.62864  N1 1.394, C3 1.371, H17 0.994
3 C -0.53100 -0.94588 0.89228  N2 1.371, N4 1.355, H18 1.045
4 N 0.61206 -0.70329 0.20572  C3 1.355, C5 1.422, H19 1.013
5 C 1.01335 0.66066 0.17068  N4 1.422, C6 1.347, C11 1.435
6 C 2.31653 1.00280 0.18612  C5 1.347, C7 1.427, H20 1.068
7 C 2.73592 2.36637 0.14699  C6 1.427, Cl8 1.760, C9 1.383
8 Cl 4.41713 2.88346 0.09222  C7 1.760
9 C 1.76322 3.33982 0.28190  C7 1.383, C10 1.428, H21 1.137
10 C 0.39796 2.97012 0.08840  C9 1.428, C11 1.355, H22 1.059
11 C 0.00335 1.67406 0.06362  C5 1.435, C10 1.355, C12 1.465
12 C -1.39122 1.24307 -0.05576  C11 1.465, C13 1.361, H23 1.044
13 C -2.53458 1.89478 0.29297  C12 1.361, Br14 1.890, H24 1.090
14 Br -4.20175 1.09314 -0.09487  C13 1.890
15 H -1.22471 -3.53110 -0.67696  N1 1.023
16 H 0.14964 -3.64275 0.01635  N1 0.998
17 H -2.00986 -2.49456 0.90348  N2 0.994
18 H -0.73720 -0.36683 1.73700  C3 1.045
19 H 0.62923 -1.34532 -0.57742  N4 1.013
20 H 3.09483 0.27294 0.24226  C6 1.068
21 H 1.98727 4.45400 0.25720  C9 1.137
22 H -0.41489 3.64669 0.13977  C10 1.059
23 H -1.52116 0.29060 -0.46248  C12 1.044
24 H -2.55362 2.95254 0.55524  C13 1.090

Results of the Löwdin charge analysis, in e, for atoms 1 through 4: 0.057, 0.014, -0.028, 0.125